Density functional theory data (wB97M-V/def2-TZVPD) for a 8-piece molecular cluster, C16H48N6O8 overall in a non-equilibrium geometry.

Cartesian coordinates (Å):
C: 14.640 -5.716 28.351
O: 14.757 -7.018 27.927
H: 15.574 -5.206 28.607
H: 13.969 -5.637 29.189
H: 14.107 -5.126 27.606
H: 15.087 -7.624 28.659
C: 16.667 -4.765 31.851
O: 15.780 -4.268 32.830
N: 16.413 -5.861 31.161
N: 17.690 -4.066 31.364
H: 15.616 -6.522 31.427
H: 16.915 -5.971 30.278
H: 18.161 -3.357 31.812
H: 18.344 -4.658 30.855
C: 16.052 -9.808 29.551
O: 15.539 -10.347 30.727
N: 16.361 -10.557 28.534
N: 16.459 -8.583 29.373
H: 16.137 -11.566 28.659
H: 17.095 -10.412 27.770
H: 16.379 -7.939 30.177
H: 17.172 -8.304 28.641
C: 18.888 -2.086 29.090
O: 19.703 -2.171 30.185
N: 17.879 -2.832 28.900
N: 19.077 -1.250 28.100
H: 17.630 -3.194 29.826
H: 17.223 -2.809 28.030
H: 19.813 -0.596 28.314
H: 18.294 -0.871 27.646
C: 16.496 0.354 32.808
C: 16.939 0.064 31.429
C: 18.429 0.303 31.262
O: 16.623 -1.087 31.089
H: 17.129 -0.179 33.530
H: 15.494 -0.042 33.027
H: 16.538 1.445 33.052
H: 16.380 0.638 30.705
H: 18.702 0.309 30.240
H: 19.115 -0.269 31.837
H: 18.637 1.333 31.538
H: 15.728 -1.218 31.212
C: 12.166 -3.376 30.505
C: 13.661 -3.106 30.718
C: 14.297 -2.544 29.409
O: 13.955 -2.386 31.702
H: 11.876 -3.988 29.604
H: 11.510 -2.517 30.552
H: 11.923 -4.120 31.327
H: 14.122 -4.045 30.791
H: 15.223 -2.140 29.616
H: 13.946 -1.583 29.215
H: 14.178 -3.129 28.505
H: 14.380 -2.854 32.356
C: 20.564 -5.260 29.015
C: 19.304 -6.205 28.978
C: 19.478 -7.310 30.008
O: 18.172 -5.736 29.071
H: 20.682 -4.707 29.971
H: 20.420 -4.660 28.101
H: 21.565 -5.755 28.911
H: 19.348 -6.637 27.956
H: 19.582 -6.929 31.092
H: 20.329 -8.009 29.879
H: 18.791 -8.064 30.110
H: 17.968 -5.000 28.481
C: 14.261 -8.726 33.278
C: 13.555 -7.793 32.282
C: 13.260 -6.507 33.070
O: 14.175 -7.663 31.245
H: 13.554 -9.521 33.547
H: 14.546 -8.175 34.291
H: 15.195 -9.181 32.875
H: 12.563 -8.162 32.150
H: 14.105 -5.945 33.486
H: 12.750 -6.721 33.961
H: 12.701 -5.892 32.442
H: 13.900 -8.420 30.656

Output
Molecular weight = 452.59 g/mol
Total charge = 0
Structure (SMILES) = NC(N)=O.NC(N)=O.NC(N)=O.CC(C)O.CC(C)O.CC(C)O.CC(C)O.CO
Strongest force on any atom = 12.9 eV/A
Energy above the lowest of the compared OMol25 structures with the same formula, charge and spin = 832.3 kJ/mol
Orbital gap = 9.203 eV
LUMO level = 0.0 eV
Multiplicity = 1

Taken from the Löwdin analysis, the atomic charges in e are:
1 C -0.21
2 O -0.12
3 H 0.06
4 H 0.06
5 H 0.08
6 H 0.04
7 C -0.48
8 O -0.13
9 N 0.18
10 N 0.17
11 H 0.12
12 H 0.05
13 H 0.09
14 H 0.09
15 C -0.61
16 O -0.10
17 N 0.14
18 N 0.13
19 H 0.14
20 H 0.16
21 H 0.10
22 H 0.16
23 C -0.67
24 O -0.10
25 N 0.15
26 N 0.17
27 H 0.06
28 H 0.19
29 H 0.12
30 H 0.10
31 C -0.04
32 C -0.65
33 C -0.03
34 O 0.02
35 H 0.09
36 H 0.09
37 H 0.10
38 H 0.14
39 H 0.04
40 H 0.07
41 H 0.08
42 H 0.04
43 C -0.03
44 C -0.60
45 C -0.02
46 O 0.06
47 H 0.09
48 H 0.07
49 H 0.08
50 H 0.09
51 H 0.02
52 H 0.06
53 H 0.07
54 H 0.05
55 C -0.02
56 C -0.63
57 C -0.04
58 O -0.05
59 H 0.08
60 H 0.08
61 H 0.09
62 H 0.14
63 H 0.13
64 H 0.10
65 H 0.01
66 H 0.11
67 C -0.04
68 C -0.66
69 C -0.03
70 O -0.01
71 H 0.07
72 H 0.11
73 H 0.07
74 H 0.13
75 H 0.07
76 H 0.07
77 H 0.04
78 H 0.16

Density functional theory data (wB97M-V/def2-TZVPD) for C15H14AuN4O6S as an isolated structure in a non-equilibrium geometry.

Cartesian coordinates (Å):
Au: -1.655 -0.475 -0.393
O: 1.024 -1.629 0.863
C: 1.318 -0.684 0.148
O: 0.565 0.141 -0.479
C: 2.808 -0.415 -0.061
C: 3.249 0.731 -0.701
C: 4.606 0.927 -0.883
C: 5.545 0.012 -0.464
C: 5.080 -1.126 0.160
C: 3.733 -1.354 0.375
N: 6.071 -2.135 0.601
O: 7.244 -1.901 0.386
O: 5.657 -3.132 1.145
N: 5.077 2.153 -1.564
O: 6.275 2.335 -1.632
O: 4.240 2.901 -2.019
H: 2.540 1.466 -1.049
H: 6.599 0.180 -0.619
H: 3.384 -2.246 0.875
C: -3.581 -1.244 -0.502
C: -4.291 -1.259 0.823
C: -5.580 -0.741 0.965
C: -6.255 -0.773 2.183
C: -5.655 -1.327 3.302
C: -4.365 -1.837 3.186
C: -3.697 -1.804 1.971
H: -4.179 -0.707 -1.241
H: -3.452 -2.272 -0.858
H: -6.064 -0.303 0.097
H: -7.259 -0.367 2.248
H: -6.173 -1.350 4.254
H: -3.868 -2.257 4.054
H: -2.682 -2.181 1.898
N: 0.226 2.330 -1.749
C: -1.038 2.807 -1.752
N: -1.368 3.612 -2.803
S: -2.131 2.458 -0.546
H: 0.777 2.384 -2.589
H: 0.406 1.532 -1.143
H: -0.809 3.640 -3.637
H: -2.323 3.910 -2.852

Output
Molecular weight = 575.33 g/mol
Total charge = -1
Strongest force on any atom = 1.6 eV/A
Orbital gap = 5.335 eV
LUMO level = 1.2 eV
Multiplicity = 1

Taken from the Löwdin analysis, the atomic charges in e are:
1 Au 0.67
2 O 0.02
3 C -0.61
4 O -0.21
5 C -0.07
6 C 0.08
7 C -0.11
8 C 0.07
9 C -0.11
10 C 0.08
11 N -0.35
12 O 0.07
13 O 0.09
14 N -0.35
15 O 0.07
16 O 0.08
17 H 0.11
18 H 0.13
19 H 0.13
20 C -0.33
21 C -0.34
22 C -0.07
23 C -0.12
24 C -0.13
25 C -0.11
26 C -0.08
27 H 0.01
28 H 0.01
29 H 0.10
30 H 0.09
31 H 0.08
32 H 0.09
33 H 0.09
34 N 0.07
35 C -0.99
36 N 0.05
37 S 0.54
38 H 0.10
39 H -0.01
40 H 0.09
41 H 0.07

Density functional theory data (wB97M-V/def2-TZVPD) for C21H60NO18S2 as an isolated structure.

Cartesian coordinates (Å):
C: -2.887 0.835 -4.787
C: -1.602 0.289 -4.164
O: -1.076 -0.804 -4.952
C: -0.486 1.320 -4.092
O: -1.037 2.534 -3.558
S: -0.021 3.520 -2.822
O: -0.868 4.651 -2.543
O: 1.092 3.723 -3.709
N: 0.526 2.772 -1.541
S: -0.418 2.080 -0.468
O: -1.402 1.167 -1.034
O: -0.964 2.985 0.524
C: 0.759 1.062 0.383
C: 0.204 0.170 1.295
C: 1.032 -0.635 2.052
C: 2.409 -0.557 1.897
C: 2.957 0.326 0.973
C: 2.125 1.146 0.211
H: -3.761 0.563 -4.192
H: -2.876 1.917 -4.886
H: -3.022 0.399 -5.779
H: -1.811 -0.081 -3.161
H: -1.132 -1.604 -4.425
H: -0.097 1.515 -5.095
H: 0.320 0.957 -3.452
H: -0.874 0.161 1.381
H: 0.597 -1.326 2.763
H: 3.064 -1.193 2.477
H: 4.027 0.404 0.829
H: 2.542 1.856 -0.490
C: -0.087 2.352 3.960
O: 0.322 1.123 4.551
H: 0.713 2.670 3.296
H: -0.996 2.216 3.374
H: -0.256 3.123 4.719
H: -0.379 0.817 5.132
C: -4.418 -0.052 1.084
O: -3.069 -0.283 0.735
H: -4.787 -0.947 1.585
H: -4.522 0.795 1.770
H: -5.038 0.132 0.201
H: -2.722 0.492 0.265
C: 0.999 -4.126 1.025
O: 2.244 -3.529 1.369
H: 0.384 -4.140 1.923
H: 0.494 -3.520 0.263
H: 1.110 -5.146 0.649
H: 2.788 -3.489 0.579
C: 5.774 3.292 2.048
O: 5.452 2.497 0.913
H: 5.536 2.703 2.927
H: 6.840 3.543 2.071
H: 5.188 4.215 2.063
H: 5.647 3.000 0.118
C: -4.472 3.334 -7.314
O: -4.880 2.978 -6.003
H: -3.766 2.574 -7.640
H: -5.317 3.354 -8.011
H: -3.965 4.302 -7.329
H: -5.498 3.640 -5.683
C: -3.130 5.996 -5.265
O: -2.095 5.050 -5.409
H: -3.400 6.345 -6.263
H: -4.021 5.560 -4.796
H: -2.814 6.860 -4.671
H: -1.859 4.755 -4.517
C: 0.308 -7.899 -1.241
O: 0.907 -6.612 -1.097
H: -0.577 -7.910 -0.609
H: 0.012 -8.074 -2.276
H: 0.985 -8.692 -0.912
H: 1.686 -6.587 -1.659
C: -0.894 -6.434 -5.393
O: -1.172 -7.076 -4.154
H: -0.125 -7.020 -5.890
H: -1.777 -6.398 -6.036
H: -0.520 -5.418 -5.245
H: -1.848 -6.567 -3.699
C: -3.409 3.786 4.203
O: -3.056 2.566 4.846
H: -2.580 4.054 3.553
H: -4.307 3.672 3.591
H: -3.566 4.591 4.927
H: -3.780 2.304 5.420
C: 5.821 0.487 5.741
O: 6.363 1.224 4.649
H: 4.845 0.915 5.956
H: 5.695 -0.567 5.487
H: 6.449 0.561 6.631
H: 7.223 0.856 4.434
C: -2.606 -3.188 0.525
O: -2.514 -4.609 0.680
H: -3.560 -2.863 0.928
H: -1.812 -2.675 1.068
H: -2.559 -2.907 -0.529
H: -1.663 -4.871 0.316
C: 5.108 -2.003 8.750
O: 6.372 -1.689 8.177
H: 4.496 -2.423 7.956
H: 5.200 -2.742 9.551
H: 4.610 -1.112 9.140
H: 6.928 -1.314 8.865

Output
Molecular weight = 678.83 g/mol
Total charge = -1
Strongest force on any atom = 0.6 eV/A
Orbital gap = 8.033 eV
LUMO level = 2.0 eV
Multiplicity = 1

Atom charges from the Löwdin analysis, given in e for atoms 1 to 99:
1 C -0.03
2 C -0.38
3 O -0.05
4 C -0.17
5 O -0.27
6 S 0.47
7 O -0.30
8 O -0.29
9 N -0.31
10 S 0.57
11 O -0.33
12 O -0.32
13 C -0.27
14 C -0.07
15 C -0.09
16 C -0.09
17 C -0.07
18 C -0.06
19 H 0.08
20 H 0.06
21 H 0.08
22 H 0.12
23 H 0.08
24 H 0.14
25 H 0.12
26 H 0.09
27 H 0.11
28 H 0.10
29 H 0.09
30 H 0.10
31 C -0.16
32 O -0.13
33 H 0.08
34 H 0.06
35 H 0.07
36 H 0.07
37 C -0.15
38 O -0.15
39 H 0.06
40 H 0.07
41 H 0.08
42 H 0.04
43 C -0.16
44 O -0.13
45 H 0.08
46 H 0.08
47 H 0.05
48 H 0.08
49 C -0.15
50 O -0.13
51 H 0.05
52 H 0.07
53 H 0.08
54 H 0.07
55 C -0.15
56 O -0.13
57 H 0.08
58 H 0.07
59 H 0.06
60 H 0.07
61 C -0.18
62 O -0.12
63 H 0.07
64 H 0.07
65 H 0.08
66 H 0.04
67 C -0.15
68 O -0.14
69 H 0.08
70 H 0.05
71 H 0.07
72 H 0.08
73 C -0.15
74 O -0.13
75 H 0.08
76 H 0.07
77 H 0.08
78 H 0.08
79 C -0.15
80 O -0.14
81 H 0.08
82 H 0.08
83 H 0.07
84 H 0.07
85 C -0.16
86 O -0.13
87 H 0.08
88 H 0.08
89 H 0.06
90 H 0.07
91 C -0.15
92 O -0.13
93 H 0.06
94 H 0.06
95 H 0.08
96 H 0.05
97 C -0.16
98 O -0.13
99 H 0.08

Which formula does entry 3 have?
C21H60NO18S2